Below is an isolated ion of composition C7H11N3 and charge +2 in a non-equilibrium geometry, with properties calculated with ωB97M-V/def2-TZVPD.

E_HOMO in eV: -18.25
Total charge: +2
Energy in hartree: -436.81687
Gap between HOMO and LUMO in eV: 7.76
ΔE to the lowest compared entry with this formula, charge and spin in kJ/mol: 390.9

Element x y z (Å)
1 N -0.071101 0.994666 -1.905611
2 N -1.079242 -1.101421 -1.388693
3 N 0.021118 -0.437362 0.689549
4 C -0.515084 -0.100675 -2.209926
5 C 0.037216 2.726659 -0.245262
6 C -0.708584 -1.303635 -0.100567
7 C -0.805677 -2.732372 0.397688
8 C 1.582319 1.192823 1.486349
9 C 0.303837 1.488892 -0.697304
10 C 0.593831 0.796868 0.518557
11 H 0.245063 3.204696 0.745238
12 H 2.062977 2.239532 1.435320
13 H -0.774474 -0.365026 -3.285978
14 H 1.510813 1.027054 2.542415
15 H 0.239811 -2.990364 0.343893
16 H -0.522574 3.456671 -0.851438
17 H -0.075137 -0.684623 1.643468
18 H -1.403246 -2.786941 1.351423
19 H 2.603797 0.615542 1.561316
20 H -1.362329 -3.552266 -0.194679
21 H -1.883333 -1.688718 -1.835757

Forces on the atoms, in the same order (eV/Å):
N 1.6 1.2 -0.1
N -0.7 -0.8 2.1
N -1.0 -0.5 -0.6
C -2.7 -1.2 -3.1
C -0.6 3.0 -0.3
C -0.7 -1.2 -2.7
C -2.7 -0.3 0.2
C 4.1 1.8 1.3
C 0.0 0.9 2.5
C 0.5 -1.6 -1.6
H 0.3 -1.1 -1.0
H -1.3 -1.4 -0.5
H 0.8 0.5 1.2
H -1.6 -0.2 0.9
H 0.5 -0.6 0.9
H 0.0 -0.6 -0.1
H 0.5 -0.8 1.3
H 1.5 0.1 -0.2
H -1.6 0.1 -1.5
H 0.8 2.0 0.0
H 2.3 0.8 1.2

Below is a 2-piece molecular cluster, C7H11N3O overall in a non-equilibrium geometry, with properties calculated with ωB97M-V/def2-TZVPD.

E_HOMO in eV: -9.68
Total charge: 0
Energy in hartree: -512.64020
Gap between HOMO and LUMO in eV: 9.07
ΔE to the lowest compared entry with this formula, charge and spin in kJ/mol: 571.2

Element x y z (Å)
1 O -0.739115 0.712685 -1.289679
2 N -2.144686 1.440420 1.123776
3 N -3.109264 1.541677 -0.043159
4 N -2.473605 -2.071850 0.419212
5 C 0.919072 1.538841 0.747616
6 C 0.363447 -1.519037 -1.416832
7 C -2.447035 -0.931705 0.439174
8 C 2.149447 -0.572741 0.473781
9 C 0.770103 0.083730 0.545662
10 C -2.574935 0.416477 0.554330
11 C 0.009115 -0.106525 -0.823930
12 H -2.564607 1.799854 -0.998407
13 H 0.217063 -2.223210 -0.653308
14 H -0.014650 -1.842008 -2.341062
15 H 1.386858 -1.349198 -1.802119
16 H 2.535736 -0.351122 -0.427350
17 H 1.161307 1.778440 1.788604
18 H -0.112688 1.905695 0.529224
19 H 2.952104 -0.155117 1.275814
20 H 2.027413 -1.689355 0.655784
21 H 1.674354 1.954368 0.075312
22 H 0.014568 -0.360316 1.167551

Forces on the atoms, in the same order (eV/Å):
O 0.3 -0.2 -0.4
N 0.3 -0.8 0.8
N -0.7 1.7 -3.6
N 0.2 -1.2 -0.2
C -1.5 1.2 0.6
C 0.8 3.0 -0.8
C -0.5 -1.3 0.4
C -0.2 -1.6 5.5
C 0.4 0.1 -2.2
C 0.7 2.4 0.3
C 1.1 -1.9 -0.1
H -1.0 -0.9 2.8
H 0.4 -1.1 0.9
H -1.9 -0.1 -1.0
H 0.1 -0.6 1.1
H 1.6 0.4 -3.1
H 0.1 0.1 -0.2
H 1.3 0.7 0.2
H -2.2 -0.9 -1.6
H 0.7 1.4 -0.5
H -0.2 0.1 0.1
H 0.1 -0.4 1.2

Below is one molecule with the formula C7H11N3O2 in a non-equilibrium geometry, with properties calculated with ωB97M-V/def2-TZVPD.

E_HOMO in eV: -9.07
Total charge: 0
Energy in hartree: -588.02711
Gap between HOMO and LUMO in eV: 9.56
ΔE to the lowest compared entry with this formula, charge and spin in kJ/mol: 176.2

Element x y z (Å)
1 O 0.297087 2.016982 -0.961721
2 O 2.272766 -0.954528 -0.168335
3 N -3.621806 0.165485 0.700355
4 N -1.702351 1.012463 -0.129665
5 N 0.144995 -0.286103 -0.859914
6 C 3.007828 0.019490 0.661778
7 C -0.383811 0.989054 -0.690530
8 C 1.467002 -0.556622 -1.264214
9 C -2.359209 -0.075213 0.297511
10 C -0.541373 -1.451950 -0.319916
11 C -1.794379 -1.440900 0.312282
12 C 2.212593 0.532367 1.921008
13 H 2.905725 1.110291 2.613849
14 H -4.128846 1.033441 0.972165
15 H 1.672418 1.350307 1.438245
16 H 1.415935 -1.373955 -1.993983
17 H -2.332399 -2.383183 0.350908
18 H 3.248199 0.955416 0.042761
19 H 1.575053 -0.287091 2.455672
20 H 3.871525 -0.732688 0.769535
21 H -3.859363 -0.568526 1.327381
22 H 1.699142 0.400558 -1.862805
23 H -0.023982 -2.344476 -0.556229

Forces on the atoms, in the same order (eV/Å):
O -2.0 -2.8 0.6
O -0.6 0.9 -0.9
N -1.5 -0.8 1.3
N 1.3 -0.8 -0.5
N -3.1 -2.9 2.2
C 0.5 -1.1 -0.7
C -0.3 1.9 0.9
C 1.0 1.6 -1.1
C 1.9 2.5 -1.1
C -1.6 2.7 0.0
C 2.4 1.5 -2.4
C 0.8 -0.5 -0.4
H -0.7 -1.2 -0.6
H 1.7 -0.6 -0.9
H -1.0 -0.3 0.6
H 0.4 -0.1 0.4
H -0.1 0.3 0.6
H 0.1 -1.5 0.7
H 1.2 1.7 -1.0
H -0.6 2.1 0.8
H -0.9 -0.6 0.4
H 0.7 -1.3 1.2
H 0.4 -0.8 0.0